Formula: C4H12N3
Source: the Open Molecules 2025 dataset
Level of theory: ωB97M-V/def2-TZVPD

Geometry as ORCA input:
```
! wB97M-V def2-TZVPD RIJCOSX def2/J DEFGRID3
* xyz 1 1
C 2.171 -1.501 -0.206
C 1.619 -0.417 0.321
C -2.216 0.553 0.911
C -1.352 0.196 -0.226
N 2.036 0.943 0.124
N -0.965 -1.013 -0.467
N -0.842 1.176 -0.962
H 2.993 -1.409 -0.994
H 1.820 -2.524 0.167
H -2.064 -0.117 1.798
H -3.319 0.215 0.822
H -2.106 1.593 1.108
H 2.713 0.990 -0.589
H -0.450 -1.307 -1.352
H -1.362 -1.767 0.142
H 0.919 -0.496 1.194
H 1.894 1.701 0.751
H -0.250 1.026 -1.675
H -1.238 2.158 -0.867
*
```

Output
Energy relative to the best compared isomer or geometry (same formula, charge and spin) in kJ/mol: 204.5
Electronic energy in eV: -8805.615
Highest occupied orbital energy in eV: -11.774

Formula: C22H42N5O8S
Source: the Open Molecules 2025 dataset
Level of theory: ωB97M-V/def2-TZVPD

Geometry as ORCA input:
```
! wB97M-V def2-TZVPD RIJCOSX def2/J DEFGRID3
* xyz -1 1
N -0.669 -0.021 0.896
O -1.011 -1.188 0.599
O -1.080 0.945 0.225
O 0.134 0.175 1.847
C -3.855 -1.854 1.277
C -4.715 -1.179 0.311
N -5.402 -0.669 -0.456
H -3.240 -1.142 1.818
H -3.219 -2.572 0.766
H -4.435 -2.430 1.999
C 0.228 -3.267 2.531
C -1.039 -3.985 2.387
N -2.015 -4.581 2.290
H 0.688 -3.358 1.549
H 0.835 -3.803 3.262
H 0.023 -2.254 2.863
C -3.878 2.163 1.029
C -3.564 3.592 0.987
N -3.337 4.720 0.954
H -4.852 2.029 1.498
H -3.103 1.677 1.620
H -3.925 1.734 0.032
C -0.630 3.623 2.877
C -0.279 3.114 4.208
N -0.013 2.713 5.250
H -1.242 4.507 3.038
H -1.114 2.887 2.239
H 0.273 3.898 2.332
C 1.378 3.322 -0.613
S -0.151 4.312 -0.590
O 0.223 5.757 -0.530
C -0.532 3.942 -2.334
H 1.118 2.280 -0.402
H 1.991 3.608 0.243
H 1.913 3.426 -1.553
H -0.667 2.858 -2.380
H 0.336 4.205 -2.934
H -1.450 4.438 -2.632
C 2.595 -0.201 4.211
C 3.503 0.725 3.445
O 4.678 0.437 3.370
C 2.960 2.015 2.896
H 3.144 -0.787 4.941
H 2.206 -0.900 3.458
H 1.694 0.278 4.594
H 2.573 2.721 3.628
H 2.098 1.770 2.258
H 3.688 2.434 2.202
C -2.494 -2.869 -2.105
C -2.108 -2.751 -3.569
O -2.536 -1.805 -4.201
C -1.105 -3.729 -4.098
H -3.532 -2.539 -2.029
H -1.954 -2.100 -1.547
H -2.318 -3.862 -1.696
H -0.451 -4.134 -3.333
H -0.553 -3.287 -4.920
H -1.797 -4.505 -4.459
C 0.571 0.702 -4.537
C 0.786 -0.684 -3.960
O 1.156 -1.612 -4.640
C 0.453 -0.822 -2.482
H -0.485 0.892 -4.317
H 0.728 0.658 -5.612
H 1.187 1.469 -4.074
H 0.657 -1.836 -2.145
H -0.568 -0.544 -2.229
H 1.121 -0.100 -2.001
C 3.443 -0.828 0.387
C 3.824 -1.619 -0.834
O 4.652 -1.199 -1.610
C 3.229 -3.003 -0.939
H 3.915 0.145 0.479
H 3.726 -1.463 1.234
H 2.356 -0.696 0.453
H 4.017 -3.748 -0.838
H 2.615 -3.104 -1.830
H 2.602 -3.143 -0.055
*
```

Output
Energy relative to the best compared isomer or geometry (same formula, charge and spin) in kJ/mol: 0.0
Electronic energy in eV: -58158.596
Highest occupied orbital energy in eV: -6.787

Formula: C5H8N2
Source: the Open Molecules 2025 dataset
Level of theory: ωB97M-V/def2-TZVPD

Geometry as ORCA input:
```
! wB97M-V def2-TZVPD RIJCOSX def2/J DEFGRID3
* xyz 0 1
C -2.329 -0.962 0.388
C -1.981 0.118 -0.344
C -0.581 0.559 -0.670
C 0.156 1.232 0.513
N 0.378 0.001 0.027
N 1.559 -0.739 -0.346
C 2.605 -0.366 0.138
H -1.379 -1.435 0.929
H -3.331 -1.124 0.809
H -2.836 0.809 -0.648
H -0.349 0.806 -1.639
H 1.059 2.051 0.436
H -0.120 1.252 1.623
H 2.709 0.403 0.831
H 3.459 -1.078 -0.258
*
```

Output
Energy relative to the best compared isomer or geometry (same formula, charge and spin) in kJ/mol: 536.3
Electronic energy in eV: -8289.438
Highest occupied orbital energy in eV: -8.701

Formula: C2H4O3S
Source: the Open Molecules 2025 dataset
Level of theory: ωB97M-V/def2-TZVPD

Geometry as ORCA input:
```
! wB97M-V def2-TZVPD RIJCOSX def2/J DEFGRID3
* xyz 0 1
C -0.034 2.204 1.046
C -0.649 0.325 -0.007
O -0.965 4.696 -0.367
O -1.265 2.752 1.171
O 0.435 1.043 0.550
S -1.192 3.299 -0.526
H 0.941 2.664 1.140
H -0.642 0.103 -1.119
H -1.537 0.930 0.138
H -0.745 -0.648 0.534
*
```

Output
Energy relative to the best compared isomer or geometry (same formula, charge and spin) in kJ/mol: 339.1
Electronic energy in eV: -19112.308
Highest occupied orbital energy (alpha / beta) in eV: -7.803 / -7.803

Formula: C4H15NO2S
Source: the Open Molecules 2025 dataset
Level of theory: ωB97M-V/def2-TZVPD

Geometry as ORCA input:
```
! wB97M-V def2-TZVPD RIJCOSX def2/J DEFGRID3
* xyz 0 1
C -0.874 1.100 -2.575
N 0.532 0.882 -2.247
C 0.870 0.899 -0.852
C 1.203 -0.420 -0.100
C 0.062 -1.493 0.336
S 0.459 -3.227 -0.190
H -1.313 2.040 -2.125
H -1.643 0.412 -2.217
H -1.044 1.288 -3.562
H 0.884 0.187 -2.831
H -0.083 1.451 -0.270
H 1.773 1.805 -0.844
H 1.653 -0.088 0.971
H 2.082 -1.038 -0.590
H -0.878 -1.247 0.132
H 0.050 -1.566 1.336
H -0.581 -3.657 -1.054
O -0.633 -0.869 3.280
H -1.079 -0.052 3.469
H 0.349 -0.865 3.591
O -0.329 1.521 2.383
H -0.851 0.757 2.143
H -0.611 2.181 1.817
*
```

Output
Energy relative to the best compared isomer or geometry (same formula, charge and spin) in kJ/mol: 345.8
Electronic energy in eV: -20808.290
Highest occupied orbital energy in eV: -8.482

Formula: C11H21FN2O8S2
Source: the Open Molecules 2025 dataset
Level of theory: ωB97M-V/def2-TZVPD

Geometry as ORCA input:
```
! wB97M-V def2-TZVPD RIJCOSX def2/J DEFGRID3
* xyz 0 1
C 2.367 -2.126 -0.414
C 1.569 -1.738 -1.660
N 0.595 -0.711 -1.329
N -0.488 -1.234 -0.606
C -1.500 -1.941 -1.401
S -1.576 -3.685 -0.853
O -0.858 -3.833 0.374
O -1.213 -4.495 -1.980
S -1.113 -0.006 0.327
O -0.099 0.503 1.174
O -1.901 0.883 -0.456
F -2.087 -0.858 1.172
H 1.670 -2.534 0.314
H 2.786 -1.219 0.006
H 3.131 -2.857 -0.640
H 1.104 -2.648 -2.058
H 2.260 -1.360 -2.407
H 0.290 -0.156 -2.121
H -1.273 -1.932 -2.459
H -2.487 -1.521 -1.208
H -2.892 -3.894 -0.588
O 4.602 -2.338 1.496
C 4.835 -1.628 2.427
C 3.834 -0.988 3.371
C 4.669 0.089 4.062
C 6.065 -0.519 4.012
O 6.096 -1.299 2.805
H 3.483 -1.750 4.068
H 2.991 -0.583 2.816
H 4.342 0.329 5.072
H 4.644 1.006 3.473
H 6.258 -1.185 4.856
H 6.854 0.228 3.967
O -3.753 2.822 -4.337
C -4.206 3.374 -3.380
C -4.329 2.830 -1.969
C -5.319 3.798 -1.324
C -5.057 5.079 -2.106
O -4.673 4.646 -3.422
H -3.348 2.869 -1.495
H -4.689 1.806 -1.985
H -5.192 3.918 -0.250
H -6.340 3.457 -1.506
H -4.237 5.663 -1.683
H -5.935 5.715 -2.190
*
```

Output
Energy relative to the best compared isomer or geometry (same formula, charge and spin) in kJ/mol: 0.0
Electronic energy in eV: -55493.484
Highest occupied orbital energy in eV: -10.072

Formula: C2H6FPS2
Source: the Open Molecules 2025 dataset
Level of theory: ωB97M-V/def2-TZVPD

Geometry as ORCA input:
```
! wB97M-V def2-TZVPD RIJCOSX def2/J DEFGRID3
* xyz 0 1
C 0.170 1.480 -0.061
C -0.498 0.238 -0.492
F -0.847 -0.903 1.896
P -1.760 -0.316 0.730
S -4.193 1.184 -0.887
S -2.459 -2.175 0.004
H -0.583 2.342 -0.030
H 0.729 1.482 0.816
H 0.866 1.634 -0.960
H 0.164 -0.683 -0.672
H -1.199 0.512 -1.388
H -3.761 -1.766 -0.432
*
```

Output
Energy relative to the best compared isomer or geometry (same formula, charge and spin) in kJ/mol: 385.5
Electronic energy in eV: -35845.694
Highest occupied orbital energy (alpha / beta) in eV: -9.047 / -8.970

Formula: C16H32MoN4O
Source: the Open Molecules 2025 dataset
Level of theory: ωB97M-V/def2-TZVPD

Geometry as ORCA input:
```
! wB97M-V def2-TZVPD RIJCOSX def2/J DEFGRID3
* xyz 2 1
Mo -0.391 -0.254 0.054
N 1.017 -1.132 1.528
C 0.573 -2.558 1.583
C -0.927 -2.653 1.857
N -1.759 -1.607 1.153
C -2.651 -0.958 2.154
C -1.894 0.102 2.918
N -1.358 1.052 1.915
C -2.598 -2.166 0.043
C -3.243 -1.053 -0.786
N -2.270 0.032 -1.152
H 1.992 -1.078 1.236
H 0.998 -0.723 2.460
H 1.109 -3.106 2.359
H 0.823 -3.000 0.622
H -1.099 -2.543 2.928
H -1.284 -3.646 1.583
H -3.080 -1.713 2.816
H -3.481 -0.484 1.634
H -1.055 -0.325 3.470
H -2.544 0.585 3.648
H -0.692 1.680 2.356
H -2.113 1.657 1.593
H -3.385 -2.806 0.453
H -1.951 -2.780 -0.579
H -4.069 -0.590 -0.251
H -3.674 -1.496 -1.683
H -2.761 0.921 -1.201
H -1.939 -0.131 -2.099
C 1.829 -0.593 -3.613
C 1.119 0.655 -3.101
C 1.457 1.872 -3.975
C 1.435 0.995 -1.662
C 0.543 1.797 -0.928
C 0.906 2.274 0.348
C 2.159 2.005 0.905
C 2.555 2.576 2.238
C 3.030 1.202 0.172
C 2.670 0.692 -1.068
H 1.458 -0.846 -4.605
H 1.671 -1.452 -2.961
H 2.902 -0.423 -3.714
H 0.035 0.492 -3.169
H 2.526 2.084 -3.931
H 0.921 2.766 -3.655
H 1.196 1.671 -5.014
H -0.321 2.222 -1.431
H 0.247 2.979 0.844
H 2.084 2.036 3.065
H 2.259 3.621 2.323
H 3.632 2.518 2.386
H 4.020 0.995 0.562
H 3.385 0.087 -1.610
O -0.014 -1.451 -1.019
*
```

Output
Energy relative to the best compared isomer or geometry (same formula, charge and spin) in kJ/mol: 7.1
Electronic energy in eV: -26962.676
Highest occupied orbital energy in eV: -14.695

Formula: C6H16Br3O3P2
Source: the Open Molecules 2025 dataset
Level of theory: ωB97M-V/def2-TZVPD

Geometry as ORCA input:
```
! wB97M-V def2-TZVPD RIJCOSX def2/J DEFGRID3
* xyz 1 1
C 1.157 0.077 -1.786
C 0.772 1.549 -1.894
Br 0.520 1.973 -3.774
C -0.428 2.012 -1.031
Br -0.869 0.806 0.414
P -2.056 2.278 -1.796
O -2.128 3.371 -2.937
P -2.977 0.332 -2.513
O -3.698 0.053 -1.096
Br -4.583 1.334 -3.644
H 0.362 -0.577 -2.142
H 1.472 -0.182 -0.777
H 2.013 -0.079 -2.443
H 1.628 2.137 -1.572
H -0.176 2.948 -0.528
H -2.851 2.761 -0.751
H -1.361 3.955 -2.983
H -4.609 -0.254 -1.191
C 1.894 -3.279 2.858
C 1.893 -1.831 2.401
C 1.026 -0.957 3.294
O 1.460 -1.739 1.037
H 0.881 -3.690 2.821
H 2.523 -3.886 2.208
H 2.261 -3.370 3.880
H 2.914 -1.448 2.401
H -0.013 -1.303 3.269
H 1.044 0.080 2.954
H 1.367 -0.985 4.328
H 0.562 -2.086 0.997
*
```

Output
Energy relative to the best compared isomer or geometry (same formula, charge and spin) in kJ/mol: 0.0
Electronic energy in eV: -241323.618
Highest occupied orbital energy in eV: -12.770

Formula: C3H6N2
Source: the Open Molecules 2025 dataset
Level of theory: ωB97M-V/def2-TZVPD

Geometry as ORCA input:
```
! wB97M-V def2-TZVPD RIJCOSX def2/J DEFGRID3
* xyz 0 1
H 1.213 -0.891 -2.512
N 0.453 -0.674 -1.871
C 0.810 -0.278 -0.729
C -0.167 0.069 0.303
C -1.477 -0.127 0.112
N 0.374 0.520 1.501
H 1.859 -0.156 -0.415
H -1.818 -0.553 -0.811
H -2.206 0.117 0.865
H -0.287 0.953 2.127
H 1.246 1.020 1.430
*
```

Output
Energy relative to the best compared isomer or geometry (same formula, charge and spin) in kJ/mol: 107.0
Electronic energy in eV: -6187.436
Highest occupied orbital energy in eV: -8.292

energy relative to the best compared isomer or geometry (same formula, charge and spin) of number 8 (C16H32MoN4O)? 7.1 kJ/mol